(1)
{
  "formula": "C4H8N2S",
  "method": "the ωB97M-V functional and the def2-TZVPD basis",
  "symbols": ["C", "C", "C", "C", "H", "H", "H", "H", "H", "H", "H", "H", "N", "N", "S"],
  "xyz": [[1.2202, -1.0375, 0.2757], [-0.0103, 1.0694, -0.3336], [1.2378, 1.7060, -0.2986], [-0.9849, -1.1044, -0.4877], [2.0291, -1.3897, -0.6394], [1.8475, -0.2573, 0.9910], [0.5060, -1.9581, 0.9091], [-0.8794, 1.3142, -0.7277], [2.2598, 1.1933, -0.0105], [1.1104, 2.8235, -0.2545], [-0.8186, -2.1721, -0.6683], [-2.2290, 0.3885, 1.7005], [0.0026, -0.3270, -0.0432], [-2.2737, -0.9141, -0.4759], [-3.0173, 0.6654, 0.0631]],
  "e_tot_ev": -18086.77491,
  "homo_ha": -0.312,
  "orbital_gap_ha": 0.3004,
  "e_above_lowest_kj_mol": 672.3,
  "molar_mass_g_mol": 116.189
}

(2)
{
  "formula": "C5H13Cl4N3O6",
  "method": "the ωB97M-V functional and the def2-TZVPD basis",
  "symbols": ["C", "N", "O", "O", "H", "H", "H", "C", "N", "O", "O", "H", "H", "H", "C", "N", "O", "O", "H", "H", "H", "Cl", "C", "Cl", "H", "H", "Cl", "C", "Cl", "H", "H"],
  "xyz": [[-0.1420, -2.6752, -4.1220], [0.3939, -4.0411, -4.4535], [0.0136, -4.5898, -5.4556], [1.1626, -4.5203, -3.6526], [0.3001, -2.4436, -3.1640], [-1.2092, -2.8761, -4.0608], [0.1509, -2.0030, -4.9201], [1.4368, 5.8041, 1.2104], [0.0936, 5.2045, 1.2349], [-0.8317, 5.9529, 1.4634], [-0.0269, 4.0259, 0.9773], [2.0565, 5.2615, 0.4980], [1.9861, 5.8482, 2.1470], [1.3899, 6.8223, 0.8311], [-0.2835, 1.1688, -0.3979], [-0.5731, -0.2763, -0.6064], [-0.2591, -1.0286, 0.2887], [-1.0164, -0.6037, -1.6873], [0.1175, 1.5687, -1.3195], [0.2476, 1.2275, 0.5452], [-1.2271, 1.6675, -0.1698], [-0.4788, -0.7198, 4.3627], [-2.0533, -0.0918, 3.7785], [-1.8180, 1.1701, 2.5922], [-2.5977, -0.9511, 3.4086], [-2.4998, 0.3415, 4.6655], [1.3887, -3.3343, -0.4164], [1.0019, -3.8285, 1.2428], [2.3705, -4.6214, 2.0231], [0.7670, -2.9732, 1.8708], [0.1393, -4.4856, 1.2860]],
  "e_tot_ev": -72231.95358,
  "homo_ha": -0.384,
  "orbital_gap_ha": 0.3749,
  "e_above_lowest_kj_mol": 0.0,
  "smiles": "C[N+](=O)[O-].C[N+](=O)[O-].C[N+](=O)[O-].ClCCl.ClCCl",
  "molar_mass_g_mol": 352.986
}

(3)
{
  "formula": "C17H31N3P2Zr",
  "method": "the ωB97M-V functional and the def2-TZVPD basis",
  "symbols": ["P", "P", "C", "C", "H", "H", "H", "H", "C", "H", "H", "H", "C", "H", "H", "H", "C", "H", "H", "H", "C", "H", "H", "H", "Zr", "C", "C", "C", "C", "C", "C", "C", "C", "C", "H", "H", "H", "H", "H", "H", "H", "H", "H", "H", "H", "H", "H", "H", "H", "N", "C", "N", "C", "N"],
  "xyz": [[0.2870, -2.1020, -5.2697], [0.4082, 2.0932, -4.9869], [-0.1042, -0.6025, -6.2771], [0.8155, 0.6257, -6.0957], [-1.1681, -0.3472, -6.1424], [-0.0085, -0.9788, -7.3102], [1.8568, 0.3001, -5.8838], [0.8548, 1.1051, -7.0951], [-0.9188, 2.9387, -5.8475], [-1.3235, 3.7133, -5.1969], [-1.7181, 2.2629, -6.1591], [-0.4755, 3.4074, -6.7355], [1.8289, 3.1926, -5.1167], [1.6148, 3.7924, -6.0091], [2.7479, 2.6138, -5.2939], [1.9382, 3.8175, -4.2143], [-1.1436, -3.2078, -5.5321], [-1.2404, -3.8678, -4.6585], [-0.9199, -3.8229, -6.4162], [-2.1010, -2.6858, -5.6676], [1.6405, -2.9916, -6.0500], [2.4727, -2.2970, -6.2269], [1.3194, -3.4641, -6.9927], [1.9590, -3.7663, -5.3375], [1.4496, -1.5787, -1.5632], [-0.0709, 2.4522, -3.1061], [-1.4320, 2.3541, -2.6816], [-2.4628, 1.4410, -3.1295], [-2.6811, 0.2608, -2.0744], [-2.1746, -1.0453, -2.5342], [-0.8266, -1.2336, -2.7949], [0.1499, -0.0783, -3.3010], [0.6903, 1.1445, -2.4967], [3.4464, -1.8353, -0.5851], [0.4498, 3.3140, -2.6503], [-1.7516, 3.0425, -1.8864], [-2.3771, 1.0041, -4.1467], [-3.4396, 1.9710, -3.1134], [-2.2184, 0.5176, -1.0917], [-3.7641, 0.2203, -1.9281], [-2.7625, -1.9608, -2.3513], [-0.7399, -2.1994, -3.4190], [-0.5330, 0.3416, -4.0899], [1.0171, -0.4601, -3.9354], [0.4339, 1.1349, -1.4453], [1.8082, 1.2587, -2.5314], [3.8925, -0.8171, -0.5623], [4.0334, -2.4389, -1.2983], [3.5686, -2.3047, 0.4077], [0.4797, -0.8012, 0.0617], [-0.1770, 0.0438, 0.6376], [-0.9815, 0.9765, 0.8829], [-1.4523, 1.2913, 2.1005], [-1.9391, 1.5970, 3.1361]],
  "total_charge": 2,
  "e_tot_ev": -42434.46424,
  "homo_ha": [-0.453, -0.453],
  "orbital_gap_ha": [0.1446, 0.1447],
  "e_above_lowest_kj_mol": 75.4,
  "molar_mass_g_mol": 430.628
}

(4)
{
  "formula": "C40H46N6PPtS2Sb",
  "method": "the ωB97M-V functional and the def2-TZVPD basis",
  "symbols": ["Pt", "N", "C", "C", "C", "C", "C", "C", "S", "N", "C", "C", "C", "C", "C", "C", "N", "H", "H", "H", "H", "H", "H", "H", "H", "H", "C", "P", "C", "C", "H", "H", "H", "H", "H", "H", "H", "H", "H", "C", "C", "C", "N", "N", "C", "N", "S", "H", "H", "H", "H", "H", "H", "H", "C", "C", "C", "C", "C", "C", "C", "Sb", "C", "C", "C", "C", "C", "C", "C", "C", "C", "C", "C", "C", "C", "C", "H", "H", "H", "H", "H", "H", "H", "H", "H", "H", "H", "H", "H", "H", "H", "H", "H", "H", "H", "H", "H"],
  "xyz": [[0.3965, 0.0043, -0.0524], [-2.9127, 2.1389, 1.7376], [-3.1348, 1.8272, 3.0998], [-4.2558, 2.3247, 3.7420], [-4.4840, 2.0226, 5.0778], [-3.6031, 1.2070, 5.7650], [-2.4870, 0.6906, 5.1174], [-2.2521, 1.0111, 3.7941], [-0.7935, 0.3915, 2.9850], [-1.1440, 0.6702, 1.3523], [-2.0686, 1.4604, 0.9289], [-2.2339, 1.5905, -0.5370], [-3.3528, 2.1679, -1.1238], [-3.4304, 2.2478, -2.5055], [-2.4018, 1.7185, -3.2654], [-1.3400, 1.1206, -2.6075], [-1.2518, 1.0681, -1.2826], [-3.5526, 2.7924, 1.3240], [-4.9457, 2.9553, 3.1923], [-5.3541, 2.4310, 5.5727], [-3.7765, 0.9712, 6.8057], [-1.7900, 0.0532, 5.6479], [-4.1746, 2.5397, -0.5294], [-4.2854, 2.7120, -2.9773], [-2.4193, 1.7668, -4.3447], [-0.5283, 0.6666, -3.1601], [1.8569, -1.3318, -3.0047], [2.1170, -0.2580, -1.5639], [2.6131, 1.3351, -2.2791], [3.6435, -0.9191, -0.8375], [2.7625, -1.3262, -3.6113], [1.0212, -0.9848, -3.6120], [1.6476, -2.3515, -2.6763], [3.5227, 1.2129, -2.8662], [2.7790, 2.0462, -1.4721], [1.8185, 1.7182, -2.9209], [4.4021, -1.0181, -1.6137], [3.4478, -1.8950, -0.3958], [4.0101, -0.2531, -0.0570], [2.8038, 4.9552, 2.5297], [3.4956, 3.9417, 1.6104], [3.0302, 2.5458, 1.8370], [2.2417, 1.8731, 1.0810], [1.9683, 0.6004, 1.5362], [2.5891, 0.3061, 2.6532], [2.5010, -0.8661, 3.2887], [3.5540, 1.6292, 3.2456], [3.2172, 5.9468, 2.3554], [2.9529, 4.7051, 3.5803], [1.7327, 4.9879, 2.3315], [4.5732, 3.9802, 1.7822], [3.3111, 4.1954, 0.5664], [1.9994, -1.6406, 2.8738], [3.0675, -1.0474, 4.0980], [-1.3837, -2.3674, -2.6746], [-0.6282, -3.6418, -2.4008], [-0.4634, -4.5636, -3.4330], [0.1456, -5.7886, -3.2177], [0.6006, -6.1176, -1.9511], [0.4624, -5.2079, -0.9147], [-0.1349, -3.9663, -1.1311], [-0.4041, -2.6538, 0.5542], [1.0759, -3.4836, 1.8771], [2.3139, -3.7888, 1.3082], [3.3323, -4.3405, 2.0654], [3.1094, -4.6100, 3.4093], [1.8921, -4.2898, 3.9854], [0.8603, -3.7083, 3.2435], [-0.4180, -3.3330, 3.9495], [-2.1969, -3.6049, 1.2894], [-2.0578, -4.9468, 1.6265], [-3.1450, -5.6582, 2.1072], [-4.3678, -5.0203, 2.2576], [-4.4997, -3.6857, 1.9110], [-3.4204, -2.9543, 1.4163], [-3.6102, -1.5003, 1.0656], [-1.3521, -2.1223, -3.7370], [-0.9740, -1.5340, -2.1046], [-2.4351, -2.4882, -2.3973], [-0.8324, -4.3156, -4.4217], [0.2547, -6.4909, -4.0333], [1.0626, -7.0779, -1.7630], [0.8347, -5.4741, 0.0652], [2.4729, -3.6081, 0.2509], [4.2875, -4.5697, 1.6112], [3.8877, -5.0663, 4.0068], [1.7284, -4.4905, 5.0382], [-0.1997, -2.9699, 4.9548], [-1.0795, -4.1956, 4.0482], [-0.9632, -2.5554, 3.4163], [-1.1023, -5.4461, 1.5141], [-3.0352, -6.7049, 2.3584], [-5.2202, -5.5656, 2.6401], [-5.4583, -3.1932, 2.0243], [-4.6552, -1.2983, 0.8337], [-3.0014, -1.2182, 0.2029], [-3.3270, -0.8712, 1.9149]],
  "total_charge": 2,
  "e_tot_ev": -91899.49723,
  "homo_ha": [-0.462, -0.462],
  "orbital_gap_ha": [0.2467, 0.2467],
  "e_above_lowest_kj_mol": 73.7,
  "molar_mass_g_mol": 1022.796
}

(5)
{
  "formula": "C10H18NS",
  "method": "the ωB97M-V functional and the def2-TZVPD basis",
  "symbols": ["C", "C", "C", "C", "C", "C", "C", "C", "C", "C", "N", "S", "H", "H", "H", "H", "H", "H", "H", "H", "H", "H", "H", "H", "H", "H", "H", "H", "H", "H"],
  "xyz": [[-0.8887, 1.5555, 0.0691], [1.1722, -2.0105, 0.4494], [0.4332, -2.9537, 0.6550], [-0.7370, 0.5079, -0.9231], [3.6082, -2.3150, -1.2530], [3.7324, -1.5058, -0.2234], [-2.1549, 0.1137, -1.4086], [-0.0075, 0.9159, -2.1850], [-1.0102, 2.3476, 2.2725], [-1.1852, 0.0364, 1.9776], [-0.9980, 1.2775, 1.3169], [2.3385, -0.7069, 0.5537], [-0.4536, -3.5317, 0.6208], [-0.3116, -0.4606, -0.4910], [2.5589, -2.7142, -1.5503], [4.3323, -2.9671, -1.7433], [-0.9824, 2.5906, -0.1731], [4.7820, -1.0881, 0.0013], [-2.7605, 0.9955, -1.5369], [-2.1704, -0.4347, -2.3137], [-2.7779, -0.3474, -0.5686], [1.1068, 0.8599, -2.1606], [-0.3592, 0.4500, -3.0972], [-0.2896, 1.9816, -2.3448], [-2.0712, 2.7309, 2.5614], [-0.6722, 2.1760, 3.2657], [-0.5601, 3.2123, 1.8618], [-1.8724, -0.5346, 1.4696], [-0.3045, -0.4980, 1.9190], [-1.4975, 0.3169, 2.9788]],
  "total_charge": 1,
  "e_tot_ev": -22976.13659,
  "homo_ha": -0.431,
  "orbital_gap_ha": 0.2799,
  "e_above_lowest_kj_mol": 323.0,
  "molar_mass_g_mol": 184.328
}

Copy entry 2 word for word.
{
  "formula": "C5H13Cl4N3O6",
  "method": "the ωB97M-V functional and the def2-TZVPD basis",
  "symbols": ["C", "N", "O", "O", "H", "H", "H", "C", "N", "O", "O", "H", "H", "H", "C", "N", "O", "O", "H", "H", "H", "Cl", "C", "Cl", "H", "H", "Cl", "C", "Cl", "H", "H"],
  "xyz": [[-0.1420, -2.6752, -4.1220], [0.3939, -4.0411, -4.4535], [0.0136, -4.5898, -5.4556], [1.1626, -4.5203, -3.6526], [0.3001, -2.4436, -3.1640], [-1.2092, -2.8761, -4.0608], [0.1509, -2.0030, -4.9201], [1.4368, 5.8041, 1.2104], [0.0936, 5.2045, 1.2349], [-0.8317, 5.9529, 1.4634], [-0.0269, 4.0259, 0.9773], [2.0565, 5.2615, 0.4980], [1.9861, 5.8482, 2.1470], [1.3899, 6.8223, 0.8311], [-0.2835, 1.1688, -0.3979], [-0.5731, -0.2763, -0.6064], [-0.2591, -1.0286, 0.2887], [-1.0164, -0.6037, -1.6873], [0.1175, 1.5687, -1.3195], [0.2476, 1.2275, 0.5452], [-1.2271, 1.6675, -0.1698], [-0.4788, -0.7198, 4.3627], [-2.0533, -0.0918, 3.7785], [-1.8180, 1.1701, 2.5922], [-2.5977, -0.9511, 3.4086], [-2.4998, 0.3415, 4.6655], [1.3887, -3.3343, -0.4164], [1.0019, -3.8285, 1.2428], [2.3705, -4.6214, 2.0231], [0.7670, -2.9732, 1.8708], [0.1393, -4.4856, 1.2860]],
  "e_tot_ev": -72231.95358,
  "homo_ha": -0.384,
  "orbital_gap_ha": 0.3749,
  "e_above_lowest_kj_mol": 0.0,
  "smiles": "C[N+](=O)[O-].C[N+](=O)[O-].C[N+](=O)[O-].ClCCl.ClCCl",
  "molar_mass_g_mol": 352.986
}